The following is a quantum chemistry calculation of a molecular structure, C40H58I2N9O7P2V, from OMol25.

Cartesian coordinates (Å):
V 1.313920 -1.126562 1.393668
I 1.022117 -7.216096 6.027207
C 0.711522 -5.713869 4.612685
C 0.289769 -6.042624 3.330039
C 0.093494 -5.038216 2.403225
I -0.491393 -5.502989 0.454379
C 0.291959 -3.670900 2.701081
O 0.089745 -2.751278 1.818681
C 0.736654 -3.378299 4.013984
C 0.986174 -1.943026 4.375608
N 2.017992 -1.330759 3.495005
C 3.298536 -2.060471 3.557614
C 3.579913 -2.884196 2.324088
C 4.545749 -3.881868 2.353022
C 4.810495 -4.594243 1.198667
C 4.103604 -4.291173 0.043117
C 3.161982 -3.284400 0.096715
N 2.908010 -2.590226 1.210314
C 0.935864 -4.387778 4.944474
H 0.123693 -7.075140 3.054796
H 1.310110 -1.887519 5.420301
H 0.080860 -1.340061 4.266376
H 2.179521 -0.381191 3.812692
H 3.314853 -2.725117 4.424572
H 4.116243 -1.346766 3.686847
H 5.064640 -4.103704 3.276413
H 5.549672 -5.384187 1.201212
H 4.268455 -4.834165 -0.876445
H 2.558932 -3.017436 -0.761354
H 1.272427 -4.131751 5.942935
C -2.169813 -3.655101 -3.237192
C -2.675770 -2.456437 -2.465795
C -3.204392 -1.356748 -3.361725
O -1.650753 -1.977720 -1.545938
P -0.332318 -1.145037 -1.707865
O 0.550768 -1.448858 -0.561589
C -0.850541 0.562743 -1.860672
P 0.429299 1.758787 -2.311548
O 1.690579 1.581736 -1.583336
O 0.606102 1.663470 -3.871175
C -0.430531 2.036841 -4.827704
C -0.504592 0.928452 -5.854092
C -0.063479 3.379273 -5.419678
O -0.313625 3.145570 -2.116664
C -0.413598 3.721929 -0.780743
C -1.857691 4.118480 -0.588714
C 0.554321 4.877899 -0.685467
O 0.307500 -1.449750 -3.114233
C 1.682002 -1.938065 -3.266160
C 1.742294 -3.431289 -3.028277
C 2.113978 -1.529592 -4.656404
H -3.006712 -4.141866 -3.738937
H -1.707165 -4.373386 -2.560978
H -1.446100 -3.352203 -3.992258
H -3.463540 -2.771009 -1.781640
H -2.430611 -1.000740 -4.043994
H -3.601564 -0.522468 -2.782048
H -4.017874 -1.757736 -3.966713
H -1.322231 0.857473 -0.919270
H -1.617579 0.607509 -2.637690
H -1.380171 2.121806 -4.291254
H 0.421735 0.882203 -6.428273
H -1.329332 1.112555 -6.542987
H -0.655603 -0.036262 -5.370865
H 0.916387 3.320322 -5.894579
H -0.037440 4.146390 -4.647137
H -0.796974 3.667231 -6.173626
H -0.134729 2.947513 -0.059924
H -2.181982 4.756274 -1.412330
H -1.984400 4.671161 0.343352
H -2.501199 3.238310 -0.563067
H 0.290081 5.655179 -1.403971
H 1.567263 4.538450 -0.890109
H 0.522984 5.308839 0.316767
H 2.276855 -1.406236 -2.521048
H 1.224422 -3.969952 -3.822350
H 1.298351 -3.703200 -2.068491
H 2.784301 -3.755660 -3.028757
H 1.399091 -1.900582 -5.392676
H 3.089979 -1.960510 -4.881080
H 2.177514 -0.445513 -4.742581
C 5.290123 2.617859 1.743033
N 4.481348 2.138947 0.627827
C 4.503143 2.918028 -0.610336
C 3.526854 1.268027 0.854821
N 2.737733 0.468619 1.131684
H 6.324089 2.718486 1.415451
H 5.251423 1.902195 2.560552
H 4.933524 3.588791 2.095548
H 5.517733 2.918368 -1.007314
H 4.196999 3.946821 -0.410313
H 3.811982 2.480037 -1.323840
C -2.345299 -1.133558 1.664063
C -1.582960 0.054925 2.128421
N -0.292902 0.291370 1.970716
C -0.029892 1.490934 2.604737
C -1.169118 1.979455 3.153634
N -2.152159 1.059608 2.850928
C -3.546186 1.132969 3.235645
N -4.352045 1.891536 2.319233
N -4.824520 1.318953 1.185629
N -5.471268 2.185991 0.509505
C -5.446761 3.383904 1.193962
C -5.991139 4.629978 0.868566
C -5.772917 5.657827 1.754322
C -5.038287 5.462886 2.943889
C -4.497781 4.242219 3.277692
C -4.717910 3.204730 2.367466
H -1.727467 -1.734861 1.005870
H -3.267870 -0.834360 1.164713
H -2.600190 -1.775155 2.511965
H 0.960919 1.912434 2.607992
H -1.374034 2.872133 3.719103
H -3.620871 1.598521 4.216490
H -3.945321 0.124048 3.293792
H -6.557473 4.766503 -0.042271
H -6.175372 6.639848 1.546979
H -4.902293 6.300896 3.614605
H -3.942841 4.105625 4.196809

Atoms 1-6, force components in eV/Å:
-0.293 -0.503 0.348
0.001 0.012 -0.011
-0.005 -0.005 -0.013
0.012 -0.021 0.010
0.008 0.058 -0.006
0.007 -0.007 -0.011

Net charge: +1
Frontier orbital gap (alpha / beta) (eV): 6.822 / 7.202
DFT total energy (a.u.): -4800.7738
Lowest unoccupied orbital energy (alpha / beta) (eV): -1.830 / -1.840
Highest occupied orbital energy (alpha / beta) (eV): -8.652 / -9.042
Energy relative to the best compared isomer or geometry (same formula, charge and spin) (kJ/mol): 25.3
⟨S²⟩: 3.76
Strongest force on any atom (eV/Å): 0.7
Spin multiplicity: 4

These are the Löwdin partial charges, in e, on atoms 1 to 4:
1. V 0.7045
2. I 0.8509
3. C -0.7545
4. C -0.2287